Formula: C2H6O3P
Source: the Open Molecules 2025 dataset
Level of theory: ωB97M-V/def2-TZVPD

Cartesian coordinates (Å):
C1 0.502 -0.611 0.402
C2 -0.842 0.044 0.651
O1 -3.400 -0.123 -0.663
O2 -1.801 -2.104 -0.960
O3 -0.861 1.409 0.520
P1 -2.072 -0.722 -0.533
H1 1.006 -0.033 -0.367
H2 1.108 -0.635 1.308
H3 0.357 -1.623 0.033
H4 -1.254 -0.205 1.644
H5 -0.633 1.600 -0.426
H6 -0.072 1.409 -2.248

The spin multiplicity is 1. The max |F| is 0.91 eV/Å. The HOMO energy is -2.775 eV. The gap between HOMO and LUMO comes out at 0.238 Eh. As for the energy above the lowest of the compared OMol25 structures with the same formula, charge and spin: 3.3598 eV. The charge is -1. For the LUMO energy, the calculation gives 0.136 Ha.